{"formula": "C48H108O36", "method": "ωB97M-V with the def2-TZVPD basis set", "e_above_lowest_kcal_mol": 0.00, "species": ["C", "O", "C", "C", "O", "C", "H", "H", "H", "H", "H", "H", "H", "H", "H", "H", "C", "O", "C", "C", "O", "C", "H", "H", "H", "H", "H", "H", "H", "H", "H", "H", "C", "O", "C", "C", "O", "C", "H", "H", "H", "H", "H", "H", "H", "H", "H", "H", "C", "O", "C", "C", "O", "C", "H", "H", "H", "H", "H", "H", "H", "H", "H", "H", "C", "O", "C", "C", "O", "C", "H", "H", "H", "H", "H", "H", "H", "H", "H", "H", "C", "O", "C", "C", "O", "C", "H", "H", "H", "H", "H", "H", "H", "H", "H", "H", "C", "O", "C", "O", "O", "C", "H", "H", "H", "H", "H", "H", "C", "O", "C", "O", "O", "C", "H", "H", "H", "H", "H", "H", "C", "O", "C", "O", "O", "C", "H", "H", "H", "H", "H", "H", "C", "O", "C", "O", "O", "C", "H", "H", "H", "H", "H", "H", "C", "O", "C", "O", "O", "C", "H", "H", "H", "H", "H", "H", "C", "O", "C", "O", "O", "C", "H", "H", "H", "H", "H", "H", "C", "O", "C", "O", "O", "C", "H", "H", "H", "H", "H", "H", "C", "O", "C", "O", "O", "C", "H", "H", "H", "H", "H", "H"], "positions_angstrom": [[19.3039, 15.6254, 16.1304], [18.5504, 16.4377, 16.9638], [18.0033, 15.8064, 18.0977], [18.9864, 15.9735, 19.2467], [19.9438, 14.9544, 19.0369], [20.9471, 14.9961, 19.9844], [19.3938, 16.1443, 15.1883], [18.8116, 14.6585, 15.9412], [20.2986, 15.4241, 16.5558], [17.8689, 14.7375, 17.8975], [17.0141, 16.2373, 18.2851], [18.6093, 15.8275, 20.2695], [19.4383, 16.9791, 19.1291], [20.5631, 14.9847, 21.0153], [21.6017, 15.8758, 19.8689], [21.5940, 14.1388, 19.8347], [9.9516, 9.2406, 17.7436], [10.5799, 10.4534, 18.0638], [11.6324, 10.3622, 19.0046], [12.4653, 11.6260, 18.9632], [13.0256, 11.7221, 17.7098], [13.8708, 10.6837, 17.4358], [9.3592, 9.3379, 16.8360], [9.3206, 8.8866, 18.5963], [10.6997, 8.4582, 17.6788], [12.2773, 9.5330, 18.7072], [11.1375, 10.0787, 19.9498], [13.2813, 11.5713, 19.7014], [11.8256, 12.4537, 19.2837], [13.3446, 9.7883, 17.0462], [14.5553, 10.4356, 18.2718], [14.5061, 11.0459, 16.6169], [11.6257, 14.9405, 22.1963], [10.3255, 14.3611, 22.1490], [9.3968, 15.1344, 21.4132], [8.0581, 14.4140, 21.4720], [7.9851, 13.3251, 20.5854], [8.6477, 12.1389, 20.9845], [12.2737, 14.2408, 22.7163], [11.6660, 15.9008, 22.7443], [12.0318, 15.1051, 21.1872], [9.7258, 15.1744, 20.3635], [9.3264, 16.1683, 21.8115], [7.2560, 15.1261, 21.2264], [7.9050, 14.2178, 22.5420], [8.3030, 11.7761, 21.9647], [9.7206, 12.2597, 20.9652], [8.3721, 11.3719, 20.2751], [18.8563, 16.6960, 23.1563], [17.7196, 15.9066, 22.9322], [17.4817, 15.0427, 24.0096], [18.0304, 13.6763, 23.7318], [19.4589, 13.7414, 23.6842], [19.9867, 12.4987, 23.2106], [19.7966, 16.1313, 23.1700], [18.8419, 17.2759, 24.1052], [18.9275, 17.3155, 22.2740], [16.4050, 15.1050, 24.0765], [17.9403, 15.4961, 24.9136], [17.6340, 13.4300, 22.7479], [17.5994, 12.8583, 24.3749], [21.0592, 12.6453, 23.0320], [19.5017, 12.2005, 22.2673], [19.8581, 11.7179, 23.9743], [16.6788, 20.5151, 20.2318], [17.6197, 21.2082, 19.4739], [17.0350, 22.2719, 18.7128], [16.4119, 21.8464, 17.4113], [17.2779, 21.6815, 16.3091], [18.0986, 20.5334, 16.3682], [16.1434, 21.1743, 20.9410], [17.1342, 19.7220, 20.8221], [15.9008, 20.0543, 19.6039], [17.8319, 22.9580, 18.4171], [16.3030, 22.7533, 19.3696], [15.6780, 22.6065, 17.0980], [15.8696, 20.8961, 17.5921], [17.5118, 19.6267, 16.5432], [18.8802, 20.6068, 17.1413], [18.6105, 20.4767, 15.4026], [15.1651, 17.3566, 21.6308], [14.6450, 16.6044, 20.5855], [15.1048, 15.2680, 20.5401], [14.4579, 14.6151, 19.3372], [14.9622, 15.1685, 18.1803], [14.5400, 14.4573, 17.0478], [16.2018, 17.6657, 21.5132], [15.0242, 16.8875, 22.6077], [14.5844, 18.2903, 21.7005], [14.9014, 14.7402, 21.5020], [16.1816, 15.2168, 20.3606], [13.3792, 14.8445, 19.4060], [14.6368, 13.5258, 19.3113], [14.9153, 14.9983, 16.1855], [13.4435, 14.3911, 16.9895], [14.9637, 13.4374, 17.0552], [16.3579, 16.2831, 14.3318], [17.1468, 16.6002, 13.1393], [17.0873, 15.6604, 12.2094], [16.3005, 14.7615, 12.2277], [17.9137, 15.9956, 11.2274], [17.8243, 15.1133, 10.1105], [16.7084, 16.8663, 15.1771], [16.4974, 15.2402, 14.6094], [15.3232, 16.5461, 14.1799], [18.5384, 15.3909, 9.3451], [16.8480, 15.1923, 9.6054], [18.0371, 14.0922, 10.4094], [10.2106, 13.6279, 17.3425], [9.5761, 14.8479, 17.0642], [10.1133, 15.4767, 15.9832], [11.1223, 15.1484, 15.4408], [9.3237, 16.4587, 15.5935], [9.7980, 17.2032, 14.4362], [11.2741, 13.6118, 17.1254], [9.7430, 12.8208, 16.7796], [10.0652, 13.3978, 18.3781], [10.8287, 17.4896, 14.5972], [9.1575, 18.0799, 14.5029], [9.6699, 16.6062, 13.5400], [16.1927, 20.1046, 24.5505], [16.6020, 21.4240, 24.2522], [15.6636, 22.2821, 23.8411], [14.5120, 21.9882, 23.7188], [16.1519, 23.5173, 23.6186], [17.6089, 23.7237, 23.8121], [17.0805, 19.6122, 24.9414], [15.8396, 19.6329, 23.6452], [15.4341, 20.0939, 25.3258], [18.1373, 23.2164, 23.0301], [17.9103, 23.3478, 24.7860], [17.7218, 24.7982, 23.7687], [14.6722, 9.6089, 21.1818], [15.6165, 10.5395, 20.6351], [15.7392, 11.6577, 21.3449], [15.1563, 11.8573, 22.3801], [16.6044, 12.5181, 20.8038], [17.1750, 12.1070, 19.5198], [14.1838, 9.1583, 20.3140], [13.9772, 10.0624, 21.8994], [15.2090, 8.8087, 21.6570], [16.4381, 12.1813, 18.7156], [17.6286, 11.1258, 19.5646], [17.9474, 12.8458, 19.2954], [14.8109, 20.8219, 14.4699], [13.7002, 21.0702, 15.4059], [13.2386, 20.0152, 16.0846], [12.2444, 19.9941, 16.7491], [13.9959, 18.9426, 15.9550], [13.5243, 17.7952, 16.7102], [14.4434, 20.2482, 13.6297], [15.6423, 20.3247, 14.9556], [15.1363, 21.7990, 14.1309], [13.0068, 18.0258, 17.6434], [14.3961, 17.2323, 16.9657], [12.9082, 17.1440, 16.0920], [12.9980, 17.7030, 26.7092], [12.2263, 18.7696, 26.1496], [12.4227, 18.8362, 24.8226], [13.1752, 18.1765, 24.1419], [11.6555, 19.8288, 24.3507], [11.8675, 20.1828, 22.9497], [14.0567, 17.9562, 26.6657], [12.8177, 16.8111, 26.1186], [12.6940, 17.5913, 27.7395], [12.7572, 20.8035, 22.8323], [10.9669, 20.7293, 22.6528], [11.9326, 19.3284, 22.2844], [11.3111, 18.2590, 10.5684], [12.0386, 17.2446, 11.3459], [12.7128, 17.7995, 12.3098], [12.7768, 18.9561, 12.5819], [13.3867, 16.8171, 12.9553], [13.0569, 15.4581, 12.5462], [12.0367, 18.8394, 10.0044], [10.7262, 18.8939, 11.2336], [10.6933, 17.6725, 9.9078], [13.2827, 15.2847, 11.5042], [12.0209, 15.2382, 12.8011], [13.6942, 14.8741, 13.2085], [19.5312, 11.6610, 16.6590], [19.0970, 11.9631, 15.2985], [17.8032, 11.9051, 15.1583], [17.0121, 11.7504, 16.0668], [17.4881, 12.1081, 13.8453], [16.0755, 11.9720, 13.5969], [19.3608, 10.6049, 16.8726], [18.9907, 12.3044, 17.3220], [20.5870, 11.8834, 16.7052], [15.7530, 10.9658, 13.8832], [15.8820, 12.1440, 12.5326], [15.4993, 12.7059, 14.1610]], "forces_ev_per_a": [[0.581, -0.635, -0.145], [-0.788, 0.568, -0.041], [-0.075, 0.303, 0.505], [-0.185, -0.153, -0.270], [-0.047, -0.143, -0.350], [1.109, 0.151, 0.556], [0.172, 0.127, -0.347], [0.006, 0.077, 0.040], [-0.142, -0.012, -0.195], [-0.132, -0.028, 0.059], [0.323, 0.043, 0.089], [-0.461, 0.296, -0.195], [-0.078, -0.332, 0.288], [-0.060, -0.033, -0.090], [-0.255, 0.074, 0.044], [0.008, -0.302, 0.040], [-0.039, -0.398, 1.541], [-0.013, 0.903, -0.763], [-1.033, -1.072, 0.214], [-0.761, -0.850, 1.652], [-0.724, 1.848, -0.268], [1.552, -0.829, -1.521], [0.133, 0.091, 0.085], [-0.047, 0.381, -0.528], [0.286, -0.345, -0.615], [-0.010, -0.280, 0.230], [0.676, 0.440, 0.294], [-0.215, -0.165, 0.192], [0.303, 0.318, -0.745], [0.272, 0.235, 0.371], [-0.414, -0.047, -0.156], [0.044, -0.244, 0.126], [-0.082, 0.103, -0.069], [0.536, 0.370, 0.302], [0.078, -0.071, -0.342], [0.236, 1.141, 0.321], [-0.353, -0.081, 0.309], [-0.493, -0.058, 0.158], [0.017, -0.130, 0.034], [-0.261, -0.246, -0.213], [-0.125, 0.023, 0.117], [-0.054, 0.247, 0.036], [-0.017, -0.396, -0.077], [0.222, -0.305, -0.365], [-0.119, -0.813, -0.122], [0.216, 0.322, 0.007], [0.394, 0.023, 0.226], [-0.079, -0.121, -0.389], [0.863, 0.244, -0.427], [0.739, 0.423, -0.052], [0.091, 0.599, 0.784], [-0.530, -0.613, -0.286], [-0.547, -0.869, -0.030], [0.142, 0.513, 0.212], [-0.220, -0.305, 0.130], [-0.388, -0.101, -0.546], [0.021, 0.722, 0.011], [-0.428, -0.826, 0.565], [-0.348, -0.410, -0.139], [0.194, -0.149, -0.353], [0.726, 0.799, 0.056], [-0.278, -0.027, 0.054], [0.068, 0.017, 0.223], [-0.049, 0.031, -0.231], [-1.113, -0.132, 0.257], [0.547, 0.275, -0.367], [0.576, -0.183, 0.165], [-1.102, -0.652, -0.219], [0.200, 0.252, 0.326], [0.561, 0.140, -0.032], [0.168, 0.037, -0.130], [0.375, 0.063, -0.195], [0.116, -0.045, 0.077], [0.121, 0.109, 0.521], [-0.058, 0.300, -0.270], [0.207, -0.263, 0.120], [-0.044, 0.253, -0.206], [-0.034, -0.062, -0.009], [-0.321, -0.007, -0.038], [-0.189, -0.132, 0.097], [-0.539, 1.177, 0.812], [-0.112, -0.438, -0.449], [0.242, -0.135, 0.035], [-0.793, -0.143, 1.118], [0.476, 0.509, -0.595], [0.004, -0.284, -0.233], [0.362, -0.397, -0.182], [0.180, -0.289, 0.003], [0.012, -0.273, -0.221], [-0.064, 0.158, -0.602], [0.261, 0.190, 0.277], [0.004, -0.461, -0.099], [-0.223, 0.155, 0.321], [-0.031, -0.014, -0.175], [0.181, 0.001, -0.023], [-0.170, 0.206, -0.087], [0.476, 0.169, 0.044], [0.125, 0.009, 1.368], [-0.689, 1.486, 0.245], [-0.216, -1.306, -0.373], [0.340, -0.333, -0.511], [-0.337, -0.175, -0.811], [0.475, 0.343, -0.263], [-0.148, -0.085, -0.260], [-0.316, -0.180, -0.306], [0.430, 0.412, 0.316], [0.124, -0.186, 0.552], [-0.205, -0.121, 0.067], [0.251, -1.277, 0.088], [0.251, 1.378, -1.078], [-1.191, -0.517, 0.848], [1.179, -0.208, -0.635], [-0.048, 0.166, -0.030], [-0.516, 0.071, 1.260], [0.024, 0.249, -0.082], [-0.006, 0.000, -0.138], [-0.268, 0.104, 0.623], [0.244, 0.031, -0.143], [0.122, 0.026, -0.603], [-0.036, 0.067, -0.145], [0.096, -0.254, 0.212], [0.753, 0.778, 0.000], [0.419, 0.238, 0.267], [-0.445, 0.210, -0.246], [0.779, -0.586, 0.234], [-1.526, -0.033, 0.344], [0.005, -0.067, -0.184], [-0.218, -0.342, -0.083], [-0.288, 0.049, -0.060], [0.337, -0.162, -0.396], [0.001, 0.024, -0.030], [0.099, 0.084, -0.127], [-0.354, -0.507, -0.505], [-0.392, -0.202, 0.029], [0.043, 0.272, 0.684], [0.312, 0.530, -0.174], [0.054, -0.738, -0.723], [0.213, 1.068, -0.076], [-0.234, 0.232, 0.188], [0.252, -0.008, -0.486], [0.380, -0.239, 0.440], [-0.047, -0.263, 0.221], [-0.117, -0.164, 0.095], [-0.054, 0.004, 0.279], [-0.447, 0.308, 0.314], [0.473, -0.382, -0.256], [-0.116, 0.030, -0.326], [-0.795, 1.092, 0.233], [0.470, -1.213, 0.359], [0.166, -0.264, -0.115], [-0.092, -0.184, -0.036], [-0.080, -0.021, 0.092], [-0.097, 0.133, 0.124], [0.059, 0.413, -0.365], [0.686, -0.215, 0.111], [-0.222, 0.263, -0.192], [0.143, 0.055, -0.012], [0.337, -0.435, -0.639], [-0.306, 1.315, -0.816], [-0.192, -0.108, 0.732], [0.325, -0.280, -0.509], [-0.509, 0.200, 0.064], [0.041, -0.070, -0.004], [0.088, -0.264, 0.216], [-0.179, -0.034, 0.122], [-0.140, -0.085, 0.250], [0.277, 0.067, 0.271], [0.118, -0.392, 0.299], [0.345, -0.788, 0.201], [-1.931, 1.288, -1.945], [1.527, -1.712, 1.187], [0.065, 0.756, 0.327], [-0.406, 0.431, -0.156], [0.437, 0.109, 1.320], [-0.087, 0.125, 0.044], [0.090, -0.079, -0.123], [-0.255, 0.018, -0.196], [0.079, -0.047, -0.093], [0.021, 0.051, -0.189], [0.016, -0.199, -0.303], [0.073, -0.027, -0.851], [1.318, -0.371, 0.544], [-1.414, 0.533, -0.780], [0.063, -0.131, -0.579], [-0.132, -0.293, 1.218], [-0.347, -0.112, -0.182], [-0.115, 0.145, 0.027], [-0.216, 0.183, 0.531], [0.176, 0.066, -0.174], [0.025, 0.166, -0.056], [0.435, -0.036, 0.312], [0.140, -0.011, 0.069]], "mulliken_charge": [-0.71, -0.27, 0.37, 0.03, -0.12, -0.69, 0.35, 0.13, 0.23, -0.24, 0.17, -0.54, 0.60, 0.05, 0.29, 0.29, -0.96, -0.06, -1.21, 1.44, 0.00, -0.33, 0.25, 0.31, 0.35, 0.46, 0.57, -0.92, -0.12, 0.42, 0.22, -0.38, -0.36, -0.43, -0.02, -0.73, -0.37, -0.42, 0.32, 0.34, 0.09, 0.02, 0.38, 0.40, 0.30, 0.40, 0.09, 0.15, -0.97, 0.54, -1.19, 0.82, -0.39, -0.60, 0.21, 0.27, 0.28, 0.37, 0.41, -0.75, 0.47, 0.27, 0.12, 0.32, -0.05, -0.39, -0.85, 0.55, -0.49, -0.53, 0.04, 0.03, 0.13, 0.39, 0.41, 0.41, -0.40, 0.13, 0.34, 0.31, -0.05, -0.39, -0.61, 0.50, 1.23, 0.08, -0.20, 0.14, 0.32, 0.64, -0.41, 0.14, -1.10, -0.48, 0.07, -0.31, 0.39, -0.38, 0.66, -0.39, -0.41, -0.66, 0.26, 0.03, -0.11, 0.29, 0.27, 0.26, 0.46, -0.30, 0.73, -0.47, -0.44, -0.26, -0.08, 0.23, -0.34, -0.09, 0.28, 0.29, -0.24, -0.39, 0.80, -0.56, -0.35, -0.62, 0.18, 0.00, 0.32, 0.26, 0.30, 0.26, -0.73, -0.39, 0.54, -0.65, 0.20, -0.44, 0.21, 0.36, 0.31, -0.01, 0.71, -0.25, -0.11, -0.47, 0.49, -0.67, 0.43, -0.13, 0.11, -0.04, 0.26, 0.56, -0.59, 0.07, -0.55, -0.37, 0.72, -0.19, -0.39, -0.28, 0.21, 0.23, 0.24, 0.12, 0.26, 0.15, -0.79, -0.39, 0.40, -0.63, 0.35, -0.50, 0.30, 0.30, 0.28, 0.36, 0.25, -0.02, -0.12, -0.37, 0.69, -0.38, -0.35, -0.43, 0.32, -0.16, 0.27, 0.40, 0.16, 0.02]}